{"formula": "C29H44F17N3O10Si", "method": "wB97M-V/def2-TZVPD", "lumo_energy_ha": -0.042, "charge": 0, "homo_ev": -9.4, "gap_ev": 8.23, "total_energy_ha": -4035.03487, "multiplicity": 1, "smiles": "C[C@H](O)CNCCO[C@@]1(CCCCOC=O)[C@H](ON=O)C(=O)N[C@]1(F)CCO[Si](C)(C)C.FC(F)C(F)(F)COC(F)(F)C(F)F.FC(F)C(F)(F)COC(F)(F)C(F)F", "species": ["C", "C", "O", "C", "N", "C", "C", "O", "C", "C", "C", "C", "C", "O", "C", "O", "C", "O", "N", "O", "C", "O", "N", "C", "F", "C", "C", "O", "Si", "C", "C", "C", "H", "H", "H", "H", "H", "H", "H", "H", "H", "H", "H", "H", "H", "H", "H", "H", "H", "H", "H", "H", "H", "H", "H", "H", "H", "H", "H", "H", "H", "H", "H", "H", "H", "H", "H", "H", "F", "C", "F", "C", "F", "F", "C", "O", "C", "F", "F", "C", "F", "F", "H", "H", "H", "H", "F", "C", "F", "C", "F", "F", "C", "O", "C", "F", "F", "C", "F", "F", "H", "H", "H", "H"], "coordinates": [[-8.709, -0.517, -0.221], [-7.733, -0.778, 1.023], [-8.512, -0.996, 2.228], [-6.639, 0.376, 1.241], [-5.530, 0.118, 0.275], [-4.285, -0.379, 0.977], [-3.073, -0.014, -0.043], [-1.822, -0.654, 0.301], [-0.676, -0.032, -0.325], [-0.799, 0.668, -1.744], [-1.460, -0.175, -2.926], [-1.520, -1.755, -2.771], [-2.885, -2.244, -3.518], [-3.189, -3.638, -3.184], [-4.292, -3.728, -2.302], [-5.305, -4.423, -2.546], [-0.284, 1.101, 0.795], [-1.002, 2.363, 0.790], [-0.718, 3.025, 1.961], [-1.747, 3.153, 2.566], [1.294, 1.053, 1.038], [2.110, 1.980, 1.215], [1.555, -0.427, 0.942], [0.518, -1.050, 0.021], [0.050, -2.174, 0.816], [1.425, -1.711, -1.102], [2.233, -0.676, -2.031], [1.613, -0.732, -3.351], [2.488, 0.196, -4.531], [1.386, 0.163, -6.132], [2.723, 2.046, -4.091], [4.144, -0.660, -5.067], [-8.327, -1.002, -1.190], [-8.874, 0.602, -0.385], [-9.734, -0.993, -0.017], [-7.141, -1.742, 0.781], [-8.824, -1.929, 2.154], [-7.126, 1.372, 0.916], [-6.296, 0.499, 2.322], [-5.285, 0.987, -0.236], [-4.133, 0.088, 2.003], [-4.384, -1.526, 1.002], [-3.408, -0.471, -1.054], [-3.021, 1.112, -0.210], [0.197, 1.102, -2.136], [-1.467, 1.601, -1.598], [-2.512, 0.239, -3.129], [-0.857, 0.056, -3.885], [-1.594, -2.169, -1.715], [-0.668, -2.224, -3.393], [-3.726, -1.619, -3.027], [-2.868, -2.061, -4.641], [-4.249, -3.166, -1.295], [-0.683, 0.606, 1.761], [1.286, -0.748, 1.899], [0.891, -2.500, -1.755], [2.237, -2.318, -0.545], [3.310, -1.047, -2.140], [2.287, 0.377, -1.594], [1.373, -0.906, -6.550], [0.312, 0.351, -5.742], [1.690, 0.954, -6.894], [3.772, 2.371, -4.450], [1.983, 2.656, -4.733], [2.530, 2.307, -2.998], [4.887, -0.753, -4.212], [3.829, -1.688, -5.477], [4.542, 0.001, -5.929], [7.641, -1.063, -1.243], [6.338, -0.837, -1.476], [6.011, -1.591, -2.558], [6.024, 0.637, -1.739], [6.616, 1.073, -2.877], [4.675, 0.744, -1.957], [6.365, 1.613, -0.592], [7.611, 2.322, -0.679], [8.772, 1.660, -0.222], [8.419, 0.558, 0.468], [9.345, 2.492, 0.678], [9.774, 1.369, -1.347], [9.223, 0.630, -2.333], [10.833, 0.666, -0.877], [5.763, -1.215, -0.625], [5.612, 2.404, -0.636], [6.228, 1.158, 0.393], [10.142, 2.298, -1.789], [-3.198, -0.407, 6.737], [-2.796, -0.220, 8.007], [-3.863, 0.299, 8.669], [-1.595, 0.718, 8.123], [-1.909, 1.971, 7.715], [-1.282, 0.826, 9.449], [-0.307, 0.266, 7.399], [-0.051, 0.824, 6.101], [-0.675, 0.211, 4.993], [-1.193, -0.974, 5.370], [0.320, -0.081, 4.118], [-1.699, 1.123, 4.306], [-2.657, 1.536, 5.159], [-2.330, 0.469, 3.300], [-2.577, -1.197, 8.449], [0.524, 0.633, 8.008], [-0.192, -0.821, 7.402], [-1.214, 2.009, 3.893]]}

***

{"formula": "C29H45Cl2LuN2P", "method": "wB97M-V/def2-TZVPD", "lumo_energy_ha": 0.074, "charge": -1, "homo_ev": -1.4, "gap_ev": 3.43, "e_above_lowest_kj_mol": 0.00, "total_energy_ha": -3738.92923, "multiplicity": 1, "species": ["P", "C", "C", "C", "C", "C", "C", "C", "C", "C", "C", "C", "C", "C", "C", "C", "C", "C", "C", "H", "H", "H", "H", "H", "H", "H", "H", "H", "H", "H", "H", "H", "H", "H", "H", "H", "H", "H", "H", "H", "H", "H", "H", "H", "H", "H", "H", "H", "H", "H", "H", "H", "Lu", "Cl", "Cl", "C", "H", "C", "C", "C", "C", "C", "C", "H", "H", "H", "H", "H", "C", "N", "C", "C", "N", "C", "H", "H", "H", "H", "H", "H"], "coordinates": [[-0.334, 1.038, -1.459], [-2.008, 0.410, -1.921], [-2.632, 1.052, -3.164], [-4.069, 0.533, -3.358], [-4.155, -0.998, -3.395], [-3.474, -1.649, -2.187], [-2.046, -1.132, -1.980], [1.120, 0.318, -2.329], [1.134, 0.486, -3.845], [2.472, -0.044, -4.401], [2.772, -1.487, -3.979], [2.637, -1.715, -2.469], [1.333, -1.156, -1.897], [-0.256, 2.864, -1.361], [-1.414, 3.387, -0.481], [-1.344, 4.903, -0.258], [0.032, 5.393, 0.214], [1.194, 4.835, -0.620], [1.122, 3.318, -0.830], [-2.617, 0.722, -1.044], [-2.023, 0.816, -4.050], [-2.638, 2.147, -3.063], [-4.497, 0.948, -4.276], [-4.687, 0.888, -2.521], [-5.204, -1.312, -3.432], [-3.677, -1.361, -4.314], [-4.058, -1.432, -1.284], [-3.446, -2.737, -2.311], [-1.629, -1.559, -1.056], [-1.425, -1.475, -2.821], [1.970, 0.909, -1.929], [3.283, 0.598, -4.029], [1.008, 1.546, -4.105], [0.293, -0.062, -4.295], [2.479, 0.027, -5.495], [3.787, -1.760, -4.291], [2.088, -2.163, -4.508], [2.694, -2.786, -2.243], [3.475, -1.228, -1.953], [1.336, -1.238, -0.798], [0.493, -1.763, -2.262], [-0.393, 3.196, -2.405], [-2.379, 3.138, -0.948], [-1.391, 2.869, 0.493], [-1.603, 5.406, -1.197], [-2.107, 5.184, 0.476], [0.175, 5.102, 1.263], [0.057, 6.488, 0.186], [2.147, 5.083, -0.140], [1.196, 5.320, -1.604], [1.912, 3.017, -1.534], [1.329, 2.799, 0.121], [-0.167, -0.589, 3.267], [1.764, 0.528, 2.304], [-2.048, 0.901, 3.133], [-0.771, -2.265, 1.862], [-1.791, -2.337, 1.456], [0.045, -3.377, 1.643], [1.499, -3.259, 1.735], [2.309, -4.380, 1.653], [1.747, -5.659, 1.470], [0.350, -5.807, 1.328], [-0.484, -4.699, 1.377], [1.931, -2.256, 1.857], [3.394, -4.270, 1.730], [-0.075, -6.804, 1.174], [-1.564, -4.807, 1.250], [2.391, -6.536, 1.435], [1.248, 1.433, 7.746], [1.071, 0.234, 6.931], [1.699, -0.999, 7.153], [1.278, -1.834, 6.157], [0.410, -1.124, 5.314], [0.289, 0.118, 5.853], [0.676, 1.357, 8.679], [2.310, 1.559, 7.991], [0.892, 2.306, 7.191], [2.374, -1.167, 7.977], [1.548, -2.861, 5.968], [-0.354, 0.910, 5.456]]}

***

{"formula": "C29H45INO20", "method": "wB97M-V/def2-TZVPD", "lumo_energy_ha": 0.063, "charge": -1, "homo_ev": -4.7, "gap_ev": 6.43, "e_above_lowest_kj_mol": 908.55, "total_energy_ha": -2988.95313, "multiplicity": 1, "species": ["C", "C", "C", "N", "I", "C", "C", "C", "C", "C", "O", "C", "O", "C", "C", "O", "C", "C", "C", "O", "O", "H", "H", "H", "H", "H", "H", "H", "H", "H", "H", "H", "H", "H", "H", "H", "H", "H", "H", "H", "H", "H", "H", "H", "H", "H", "C", "C", "O", "C", "O", "O", "H", "H", "H", "H", "C", "C", "O", "C", "O", "O", "H", "H", "H", "H", "C", "C", "O", "C", "O", "O", "H", "H", "H", "H", "C", "C", "O", "C", "O", "O", "H", "H", "H", "H", "C", "C", "O", "C", "O", "O", "H", "H", "H", "H"], "coordinates": [[-0.218, -1.605, 3.550], [-0.896, -2.461, 2.540], [-1.641, -1.969, 1.169], [-0.810, -1.190, 0.193], [-2.202, -0.307, -1.061], [0.242, -1.976, -0.535], [0.870, -1.147, -1.849], [1.383, 0.387, -1.419], [0.711, 1.526, -2.439], [1.736, 2.758, -2.795], [1.462, 3.193, -4.205], [2.119, 4.504, -4.422], [1.422, -2.037, 0.392], [2.265, -3.199, 0.115], [3.703, -2.927, 0.926], [3.356, -2.231, 2.192], [3.966, -0.875, 2.128], [3.312, 0.158, 3.257], [-0.213, -3.436, -1.118], [-0.245, -3.699, -2.455], [-0.578, -4.626, -0.279], [0.719, -2.091, 4.107], [-0.615, -0.522, 3.745], [-0.883, -3.636, 2.746], [-2.503, -1.222, 1.529], [-2.248, -2.881, 0.693], [0.165, -1.152, -2.779], [1.872, -1.690, -2.206], [2.572, 0.461, -1.486], [1.071, 0.598, -0.291], [-0.208, 2.013, -1.853], [0.243, 1.024, -3.413], [2.877, 2.487, -2.687], [1.488, 3.722, -2.137], [1.634, 5.348, -3.742], [3.272, 4.416, -4.131], [1.989, 4.862, -5.542], [1.832, -4.190, 0.621], [2.570, -3.361, -1.001], [4.444, -2.272, 0.258], [4.280, -3.935, 1.128], [5.096, -1.009, 2.427], [3.820, -0.351, 1.087], [3.024, -0.410, 4.247], [4.180, 0.939, 3.499], [2.386, 0.760, 2.850], [-1.875, 3.172, 5.184], [-0.810, 4.198, 4.968], [0.243, 3.456, 4.382], [-0.321, 2.358, 3.801], [0.271, 1.589, 3.062], [-1.634, 2.232, 4.153], [-2.881, 3.592, 5.099], [-1.780, 2.668, 6.151], [-1.121, 4.983, 4.271], [-0.484, 4.662, 5.903], [5.111, -5.843, 4.507], [4.560, -6.513, 3.290], [5.689, -6.632, 2.445], [6.792, -6.608, 3.250], [7.925, -6.858, 2.874], [6.460, -6.270, 4.530], [4.592, -6.148, 5.420], [5.087, -4.751, 4.431], [4.171, -7.514, 3.503], [3.777, -5.922, 2.808], [-1.232, 5.439, -4.433], [-2.586, 5.078, -4.952], [-3.463, 5.748, -4.067], [-2.764, 6.788, -3.527], [-3.260, 7.675, -2.851], [-1.438, 6.708, -3.842], [-0.484, 5.498, -5.228], [-0.880, 4.743, -3.664], [-2.757, 5.450, -5.968], [-2.765, 3.999, -4.933], [-1.797, -6.649, 2.458], [-3.018, -7.416, 2.851], [-2.677, -7.941, 4.120], [-1.705, -7.133, 4.636], [-1.299, -7.191, 5.785], [-1.249, -6.250, 3.700], [-2.034, -5.777, 1.841], [-1.065, -7.269, 1.931], [-3.898, -6.774, 2.959], [-3.248, -8.220, 2.147], [-7.133, 6.570, -5.969], [-6.068, 7.596, -6.184], [-5.016, 6.855, -6.770], [-5.580, 5.756, -7.352], [-4.988, 4.987, -8.091], [-6.893, 5.630, -6.999], [-8.139, 6.990, -6.054], [-7.039, 6.066, -5.001], [-6.379, 8.381, -6.881], [-5.743, 8.060, -5.249]]}